DFT (wB97M-V/def2-TZVPD) results for a structure of composition C60H144F6N11O23S6 at a distorted geometry.

* largest force on an atom: 5.74 eV/Å
* HOMO level: -0.58226 hartree
* energy: -209300.204 eV
* charge: +5

```
250
Properties=species:S:1:pos:R:3:forces:R:3:mulliken_charge:R:1
C 0.2220 1.9070 1.0971 -0.281 0.047 2.544 -1.940
C 0.1070 0.3813 1.0992 0.747 -0.054 -0.072 1.851
C 1.2206 -0.1790 0.2493 0.097 3.890 -2.852 -1.541
C 1.6959 -1.5353 0.2720 -0.056 -1.452 -0.657 0.891
C 1.9442 -1.9378 1.6535 1.241 -0.919 1.630 -1.179
C 0.8168 -1.7486 2.6519 1.267 0.487 0.228 1.683
N 0.3281 -0.2803 2.4465 0.051 1.390 3.443 1.207
O 0.0817 0.3300 3.4596 0.317 -0.690 -2.050 -0.401
C 1.3573 -2.0928 4.1028 -0.894 1.581 -0.302 -1.408
C -0.4755 -2.4877 2.4766 -0.390 -0.706 0.127 -1.608
C -1.2798 0.0304 0.6280 0.451 1.136 -0.921 -1.577
H -0.6399 2.3577 1.6116 0.105 -0.171 -0.153 0.380
H 0.1597 2.2077 0.0813 0.242 0.278 -0.917 0.552
H 1.1002 2.3276 1.6182 -0.140 -0.393 -0.517 0.265
H 2.0673 0.4705 0.5090 0.083 -0.022 -0.137 0.533
H 0.9598 0.1125 -0.8365 0.278 -0.253 1.517 0.356
H 2.6830 -1.4797 -0.1801 -0.102 -0.505 -0.620 0.303
H 1.0234 -2.1923 -0.2531 0.276 -0.263 -0.203 -0.759
H 2.8103 -1.3181 1.9841 -0.557 -0.556 0.293 0.277
H 2.2354 -2.9957 1.7293 0.039 0.243 -0.041 0.250
H 2.0579 -1.3020 4.5239 -1.096 -0.918 -0.496 0.228
H 1.9244 -3.0262 3.9868 -0.328 0.227 0.024 0.372
H 0.4209 -2.2665 4.7090 1.429 0.266 -0.068 0.420
H -1.1601 -1.9667 3.1506 -0.465 -0.270 -0.225 0.496
H -0.3173 -3.4854 2.9175 -0.210 0.176 -0.656 0.548
H -0.8457 -2.5208 1.4453 0.077 -0.282 0.536 -0.083
H -1.9459 0.2308 1.4302 -1.021 -0.041 0.518 0.512
H -1.2537 -0.9719 0.3130 -0.677 -1.225 -0.510 0.193
H -1.5071 0.7115 -0.2321 0.070 -0.757 0.717 0.375
C 7.9124 -6.4917 -4.7073 1.033 0.236 1.024 -1.609
C 6.7315 -5.6014 -4.3261 0.348 0.851 -2.105 0.849
C 5.7264 -5.7091 -5.5088 -0.665 0.388 1.521 -1.165
C 4.3039 -5.3182 -5.1220 0.849 1.553 1.427 -0.821
C 3.7727 -6.0565 -3.8647 -1.124 1.156 -1.649 -0.979
C 4.5096 -5.8974 -2.6061 1.612 1.864 -1.205 1.694
N 6.0982 -6.0165 -3.0744 0.532 0.028 1.607 0.911
O 6.8577 -6.3632 -2.2352 -0.320 -0.229 0.083 -0.403
C 4.3765 -6.9866 -1.6935 1.019 -1.288 2.459 -1.975
C 4.3630 -4.4968 -2.0229 0.020 0.401 -0.817 -1.048
C 7.2881 -4.1712 -3.9814 -0.082 0.326 -1.120 -1.401
H 8.6899 -6.4658 -3.9237 -0.358 -0.145 -0.242 0.424
H 8.4070 -6.0236 -5.5788 -0.561 -0.565 0.143 0.401
H 7.6052 -7.5337 -4.8551 0.156 0.320 -0.294 0.431
H 5.6794 -6.7454 -5.7675 0.093 -0.880 -0.205 0.471
H 6.0903 -5.2218 -6.3954 0.267 0.549 -0.146 0.501
H 3.6694 -5.4945 -5.9516 -0.805 -0.270 -0.684 0.552
H 4.1999 -4.2032 -4.8907 0.326 -1.289 -0.468 0.303
H 3.6200 -7.1089 -3.9779 -0.358 -0.656 -0.729 0.534
H 2.8283 -5.5226 -3.7256 -0.384 -0.736 0.318 0.142
H 3.3738 -6.9748 -1.3034 -0.482 -0.318 0.015 0.186
H 5.0492 -6.7772 -0.8358 -0.561 -0.378 -0.231 0.580
H 4.6877 -7.9422 -2.1303 -0.494 0.034 0.099 0.560
H 3.2697 -4.2804 -1.8998 0.905 -0.292 -0.054 0.034
H 4.7827 -3.8721 -2.8396 -0.502 0.335 0.983 0.268
H 4.8819 -4.3390 -1.0687 -0.054 -0.121 -0.347 0.319
H 7.7783 -3.7401 -4.8764 -0.280 -0.539 0.240 0.412
H 8.0649 -4.2155 -3.2150 -0.351 -0.135 0.133 0.464
H 6.5023 -3.4548 -3.7406 0.101 -0.149 0.264 0.317
C 7.5580 -15.2987 4.9681 0.244 -0.471 0.539 -0.738
O 7.1504 -14.4699 3.9082 0.866 1.255 -1.847 -0.350
C 8.2736 -13.8432 3.1179 -1.333 -1.668 2.807 -0.451
C 7.6439 -12.7550 2.3229 1.816 0.400 0.403 -0.745
N 6.9736 -11.7204 3.1704 -0.344 0.861 -1.030 -0.167
H 6.7989 -10.9150 2.4822 0.212 -0.741 1.573 0.431
H 6.0434 -12.0335 3.4265 -0.116 -0.394 0.196 0.416
C 7.6576 -11.1216 4.4142 -0.582 -0.286 -1.828 -0.581
C 7.0162 -9.7292 4.5564 1.286 -0.999 -0.892 -0.665
O 6.7815 -9.2441 3.2193 0.113 -0.092 1.585 -0.352
C 5.9324 -8.1008 3.2633 -0.492 -0.432 -1.130 -0.562
H 6.7957 -16.0509 5.1790 -0.203 0.307 -0.175 0.260
H 7.7221 -14.7124 5.8714 0.092 0.063 0.162 0.273
H 8.4586 -15.8696 4.7580 0.273 0.069 -0.242 0.339
H 8.7618 -14.6318 2.5469 -0.078 0.226 -0.390 0.454
H 8.9897 -13.4967 3.8754 0.065 0.229 -0.355 0.352
H 6.9212 -13.1686 1.6731 -0.929 -0.285 -0.731 0.420
H 8.4193 -12.2337 1.7273 -0.419 -0.243 0.274 0.375
H 8.7186 -11.1518 4.1624 -0.068 0.374 0.306 0.452
H 7.4314 -11.7438 5.2697 0.135 -0.223 0.044 0.277
H 7.7547 -9.1366 5.0656 0.107 0.685 0.321 0.390
H 6.1409 -9.8445 5.1889 -0.530 0.396 -0.299 0.466
H 5.1170 -8.3476 3.9460 -0.171 0.493 -0.091 0.339
H 5.5506 -8.0121 2.2235 0.107 0.319 0.797 0.110
H 6.4744 -7.2089 3.5671 -0.021 0.065 0.066 0.261
C -5.8957 2.0389 -8.1480 -1.472 1.523 -0.062 -0.731
O -4.7783 2.8918 -7.9559 1.097 -0.323 -0.614 -0.342
C -4.8475 3.8922 -6.9818 -1.426 -1.802 0.862 -0.608
C -3.5030 4.4559 -6.6935 0.939 0.262 0.999 -0.578
N -2.5084 3.3302 -6.6800 -2.598 -1.633 -0.029 0.154
H -2.7707 2.6641 -5.9101 -0.268 -0.146 -0.441 0.163
H -2.6417 2.8676 -7.5983 0.228 -0.131 0.481 0.549
C -1.1544 3.6440 -6.4303 2.459 1.435 -0.012 -0.666
C -0.1747 2.5860 -6.8708 0.468 -0.619 -0.370 -0.723
O -0.3443 2.5255 -8.2800 -0.571 -0.030 0.042 -0.333
C 0.3815 1.5150 -8.9216 1.555 -0.381 -0.875 -0.780
H -6.2720 1.6489 -7.1922 0.424 -0.407 -0.236 0.301
H -5.6108 1.3288 -8.9035 0.186 -0.606 0.198 0.272
H -6.7772 2.5869 -8.5932 0.853 -0.148 0.379 0.276
H -5.1552 3.4339 -6.0163 -0.306 0.097 -0.324 0.245
H -5.6173 4.5772 -7.2928 -0.063 0.970 0.198 0.550
H -3.5290 4.8895 -5.6600 0.248 -0.054 -1.058 0.143
H -3.1343 5.1201 -7.4489 0.082 0.704 -0.285 0.613
H -1.0437 3.9365 -5.3762 0.096 0.084 -0.456 0.380
H -0.9017 4.3997 -7.1551 0.107 1.205 0.322 0.441
H -0.4223 1.6408 -6.3779 0.301 -0.258 -0.137 0.392
H 0.8968 2.8684 -6.6974 -0.962 -0.093 0.471 0.473
H 0.1268 0.5137 -8.6103 -0.194 -0.326 0.566 0.324
H 1.4896 1.6422 -8.8569 -0.630 0.074 0.516 0.293
H 0.2326 1.5091 -10.0000 -0.585 0.513 0.030 0.278
C -4.0022 9.2852 -6.2804 -0.779 -0.536 0.542 -0.808
O -2.6089 9.3918 -6.5142 0.215 1.233 -0.066 -0.355
C -2.2253 10.4438 -7.4577 -1.592 -0.193 0.031 -0.517
C -0.7382 10.4188 -7.4430 0.712 -0.355 -0.513 -0.607
N -0.3422 10.2524 -6.0023 0.100 -1.329 -1.244 -0.012
H 0.0199 11.1066 -5.7049 0.981 1.736 1.018 0.366
H -1.1854 10.0361 -5.4788 -0.616 0.019 0.057 0.398
C 0.5970 9.1184 -5.7481 0.461 0.997 -0.848 -0.757
C 0.6532 8.8642 -4.2713 -1.607 -0.138 -0.929 -0.281
O 1.1809 7.6106 -4.1831 1.617 -1.872 1.347 -0.340
C 2.1933 7.3613 -3.1349 -0.699 0.619 -0.366 -0.611
H -4.5086 10.2250 -6.0635 0.258 0.262 -0.252 0.350
H -4.2779 8.6130 -5.4455 1.006 0.319 -0.063 0.240
H -4.4371 8.7909 -7.1177 -0.614 -0.002 -0.983 0.325
H -2.6804 11.4527 -7.2726 0.364 -0.866 0.565 0.412
H -2.5682 10.1942 -8.4555 -0.120 -0.223 -0.256 0.438
H -0.2823 11.3208 -7.9128 -0.252 -0.697 0.554 0.370
H -0.3803 9.5087 -7.9602 -0.118 0.597 0.175 0.266
H 1.5227 9.3667 -6.2739 0.171 -0.054 0.467 0.362
H 0.2205 8.2262 -6.2091 -0.556 -0.271 -0.356 0.332
H -0.4522 8.8246 -4.0055 1.072 0.371 0.607 0.182
H 1.2088 9.6497 -3.7963 0.175 0.335 0.814 0.451
H 1.9389 6.4953 -2.5098 -0.300 0.194 -0.426 0.209
H 2.1757 8.2549 -2.4892 0.556 -0.435 -0.163 0.344
H 3.1642 7.1596 -3.6174 -0.407 0.394 0.243 0.247
C 5.7606 7.0314 8.6447 -1.850 0.316 0.377 -1.371
C 6.1914 5.7788 7.9495 0.471 -0.121 -0.637 -0.353
N 5.8541 5.7782 6.4291 -1.872 0.435 0.397 0.318
C 6.6829 6.7850 5.6307 -0.273 -2.311 -0.424 -0.884
C 5.9335 4.3376 5.8604 0.333 1.645 0.605 0.129
C 7.2531 3.7731 6.2215 1.590 -1.566 0.669 -1.254
C 4.3505 6.2003 6.2650 1.072 1.293 1.470 -1.072
C 3.2805 5.3194 6.9410 0.620 0.510 -0.186 -0.169
O 2.0583 6.0044 6.9010 -0.641 0.767 0.495 -0.480
C 1.4051 5.9928 5.6101 2.546 0.480 0.266 -0.560
H 6.1310 7.9532 8.2310 0.247 0.247 -0.507 0.330
H 6.1033 7.0500 9.6622 0.315 -0.336 0.523 0.436
H 4.6506 7.1171 8.7158 0.777 -0.022 -0.054 0.307
H 5.7408 4.8685 8.3815 0.037 0.486 -0.286 0.427
H 7.2708 5.6922 8.1001 -0.079 -0.195 -0.559 0.425
H 6.4542 6.7170 4.5619 -0.790 0.220 0.339 0.278
H 7.6772 6.4084 5.6266 1.048 0.013 0.548 0.412
H 6.6216 7.7610 6.0306 -0.237 0.855 0.393 0.406
H 5.7035 4.4131 4.8052 -0.013 -0.072 -0.077 0.020
H 5.1643 3.7962 6.3945 -0.243 -0.154 -0.255 0.299
H 7.4067 2.8077 5.6791 -0.126 0.745 0.448 0.376
H 7.2390 3.5370 7.3191 0.290 0.028 -1.042 0.358
H 8.1603 4.3969 6.0351 -0.862 -0.339 -0.072 0.256
H 4.2132 6.1939 5.2149 -0.148 0.176 -1.015 0.716
H 4.2619 7.2520 6.6816 0.122 -1.262 -0.723 0.374
H 3.5831 5.1028 7.9905 -0.641 0.040 -0.652 0.243
H 3.1809 4.4399 6.3368 0.066 -1.034 0.038 0.285
H 1.0049 5.0265 5.4554 -1.002 -0.873 -0.269 0.276
H 2.2088 6.1171 4.8754 -0.372 0.002 -0.359 0.179
H 0.7488 6.8443 5.4865 -0.356 -0.160 0.461 0.353
C -9.4895 6.0879 2.7537 -0.569 -0.711 -0.500 -1.180
C -8.2012 6.7366 2.2815 -1.381 0.301 0.211 -0.480
N -7.0991 5.8603 1.8755 0.012 -0.760 1.492 0.224
C -5.9767 6.7052 1.4018 -0.123 -0.919 -0.823 -0.861
C -6.6197 5.1713 3.1641 0.922 -1.265 -0.501 -0.343
C -5.5590 4.0239 2.9192 -0.905 0.732 1.830 -1.244
C -7.5062 4.9098 0.8211 -1.153 -1.430 -1.560 -1.118
C -8.2642 5.3274 -0.5026 -0.072 1.133 1.416 -0.936
O -7.6438 6.3817 -1.2050 0.762 -0.551 1.244 -0.255
C -8.1810 6.6568 -2.4675 -1.044 -1.021 -0.181 -0.822
H -9.4353 5.5699 3.7308 0.216 -0.315 -0.859 0.331
H -10.0090 5.5341 1.9236 0.547 0.096 1.137 0.241
H -10.1679 6.8810 3.0109 -0.284 0.683 -0.164 0.467
H -7.8829 7.3595 3.0963 0.628 0.482 0.135 0.507
H -8.3875 7.3305 1.4076 -0.289 0.596 -0.306 0.461
H -5.1803 6.0059 1.1181 -0.069 0.445 -0.047 0.323
H -5.6894 7.2641 2.2774 0.238 0.798 -0.294 0.342
H -6.3666 7.2093 0.5047 0.593 0.331 0.530 0.451
H -7.4839 4.7309 3.6469 -0.174 -0.081 -0.167 0.341
H -6.2771 5.9768 3.8247 0.147 -0.219 -0.307 0.432
H -5.4323 3.4808 3.9115 0.039 0.836 -1.213 0.410
H -4.5964 4.3648 2.5413 -0.088 0.009 0.115 0.337
H -5.9999 3.3127 2.2518 -0.050 -0.473 -0.466 0.337
H -8.1973 4.0807 1.1900 1.177 1.134 0.155 0.314
H -6.5865 4.4866 0.4356 0.156 -0.323 0.202 0.920
H -9.3136 5.6112 -0.3247 0.113 -0.175 0.168 0.460
H -8.2649 4.3554 -0.9828 0.058 -0.078 -0.815 0.476
H -9.2198 7.0430 -2.3854 0.528 -0.150 -0.181 0.295
H -8.1634 5.7279 -3.0613 -0.244 0.279 -0.052 0.321
H -7.5324 7.3575 -2.9409 0.306 0.667 -0.261 0.270
C -5.9263 -7.6729 -0.2470 -0.650 1.288 0.814 -1.194
C -6.7180 -6.2844 -0.1122 -0.007 -1.960 -1.106 -0.412
N -6.8101 -5.6905 1.2268 0.492 0.418 0.533 0.406
C -5.4299 -5.2918 1.6769 -0.636 -1.393 0.696 -1.356
C -7.6520 -4.4350 1.1450 -1.392 -0.458 -0.070 -0.484
C -9.1375 -4.5989 0.7627 0.448 0.928 0.500 -1.289
C -7.3318 -6.7219 2.1875 -0.378 -0.160 -0.370 -0.847
C -7.7327 -6.3099 3.5621 0.650 0.987 0.313 -0.946
O -6.5928 -5.9878 4.3596 -1.019 0.166 -0.061 -0.286
C -7.0050 -5.9164 5.7349 0.297 1.704 -0.024 -0.757
H -4.9024 -7.6100 0.1760 -0.606 -0.004 -0.457 0.325
H -5.8930 -7.8923 -1.3063 0.225 0.025 -0.175 0.432
H -6.4536 -8.5147 0.2281 0.102 0.451 -0.102 0.334
H -7.7430 -6.3674 -0.4944 0.218 -0.422 0.233 0.320
H -6.2893 -5.5241 -0.7314 0.660 0.326 -0.430 0.462
H -4.9591 -4.7529 0.9037 0.514 0.825 -0.765 0.554
H -4.8842 -6.2146 1.8826 0.044 0.240 -0.108 0.374
H -5.5424 -4.7768 2.6088 0.131 0.490 0.353 0.456
H -7.2216 -3.7169 0.4686 0.752 -0.068 -0.274 0.499
H -7.6476 -4.0179 2.1336 0.235 0.274 0.492 0.416
H -9.4059 -4.9439 -0.2135 0.353 -0.541 -0.641 0.368
H -9.5601 -3.5808 0.7769 0.150 -0.296 0.279 0.415
H -9.6499 -5.1760 1.5056 -0.457 -0.345 0.323 0.311
H -6.5809 -7.4998 2.2724 0.225 0.067 -0.084 0.508
H -8.1930 -7.1862 1.7234 -0.251 0.020 -0.248 0.552
H -8.2129 -7.1855 3.9326 -0.457 -0.888 0.643 0.550
H -8.5066 -5.5255 3.5980 0.311 0.065 -0.070 0.391
H -7.7688 -5.0998 5.9182 0.762 -0.816 -0.355 0.293
H -6.1187 -5.7025 6.3441 -0.230 -0.050 -0.280 0.248
H -7.4101 -6.8515 6.0237 -0.501 -0.982 0.422 0.354
N -3.4337 3.4916 -3.3803 -1.495 4.134 1.714 -0.227
S -3.7923 4.5068 -2.0653 0.194 -3.599 -1.097 0.954
O -4.9487 4.1610 -1.2988 0.132 -0.282 -0.284 -0.508
O -3.5634 5.8314 -2.4073 -0.120 2.477 -1.452 -0.572
F -2.5691 4.2016 -1.1770 0.658 -0.667 0.956 -0.208
S -3.3827 1.9766 -3.3047 2.197 -1.041 -0.710 1.018
O -2.9306 1.4562 -2.0513 -0.212 -0.368 -0.418 -0.491
O -2.7306 1.5987 -4.5607 -0.269 -0.405 1.040 -0.865
F -4.8006 1.4110 -3.5133 -1.101 -0.149 0.185 -0.262
N 1.2484 -5.1157 -0.8303 -2.017 2.352 -3.197 -0.173
S 1.3832 -5.7252 0.5569 2.211 1.747 -0.833 1.015
O 0.2820 -5.4967 1.3418 -4.133 0.143 3.160 -0.582
O 2.6457 -5.4359 1.1436 1.089 -0.217 -0.075 -0.628
F 1.4360 -7.1843 0.1714 0.102 -2.881 0.072 -0.213
S -0.1616 -4.5275 -1.5337 3.857 -0.111 1.182 1.043
O -1.3186 -5.3152 -1.4295 -0.756 -1.051 -0.273 -0.563
O 0.3348 -3.9205 -2.7163 -0.531 -0.255 -0.790 -0.606
F -0.5872 -3.2499 -0.6862 -0.085 0.047 0.562 -0.303
N 4.0274 2.8368 2.0569 -0.592 -1.359 -1.185 -0.384
S 3.5871 4.3503 2.1544 -0.878 -0.224 0.270 1.034
O 4.4334 5.0202 3.0790 0.271 0.991 -0.312 -0.477
O 2.1795 4.5753 2.1918 -0.050 -0.149 0.387 -0.585
F 3.9147 4.7745 0.6911 0.828 0.059 0.054 -0.264
S 3.8938 1.9433 3.2967 0.534 -1.712 5.449 0.942
O 3.4481 0.5208 3.2502 0.899 3.190 -1.595 -0.496
O 3.4238 2.6354 4.5023 -0.408 -0.359 -1.812 -0.561
F 5.4657 1.7943 3.7858 -0.802 -0.284 -1.213 -0.358
```
Forces are in eV/Å.